Entry 1:
# C3H2I4

The molecule C3H2I4 in a non-equilibrium geometry (ωB97M-V/def2-TZVPD, the Open Molecules 2025 dataset).

The geometry in XYZ format:
```
9
Properties=species:S:1:pos:R:3:forces:R:3
C -0.006586 -1.220077 0.416088 1.37 1.38 1.43
C 0.371736 -0.603318 -0.926573 2.62 -0.68 -0.25
C -0.707317 -0.032095 -0.194999 -0.14 0.59 0.56
I -0.835333 -3.178365 0.374851 0.04 0.55 0.12
I 2.357416 0.481437 -0.975014 -1.35 -0.58 0.01
I -1.026997 4.821508 1.540061 0.10 -0.95 -0.42
I -1.242443 1.934376 0.238513 -0.24 -0.20 0.30
H 0.690749 -0.981431 1.371975 -1.83 -0.75 -2.35
H 0.398776 -1.222035 -1.844901 -0.55 0.65 0.61
```
Positions in Å, forces in eV/Å.

* HOMO-LUMO gap (alpha / beta): 4.809 / 4.804 eV
* ΔE to the lowest compared entry with this formula, charge and spin: 67.41 kcal/mol
* LUMO (alpha / beta): -3.614 / -3.616 eV

Entry 2:
# C3H2IN

A cluster of 2 separate species, C3H2IN in total in a non-equilibrium geometry (ωB97M-V/def2-TZVPD, the Open Molecules 2025 dataset).

The geometry in XYZ format:
```
7
Properties=species:S:1:pos:R:3:forces:R:3
C -1.253143 -0.003672 -0.908827 -0.67 1.08 -1.60
C -0.997850 -0.591124 0.240075 2.00 -0.98 2.40
C 1.435097 0.139457 0.948849 -2.96 0.32 -0.17
N -1.493875 0.651302 -1.869604 0.36 -0.64 0.69
I 2.639705 0.171588 -0.649441 -0.03 0.18 0.13
H -1.364136 -1.462291 0.826616 0.37 1.02 -0.86
H 1.034202 1.094739 1.412333 0.93 -0.97 -0.60
```
Positions in Å, forces in eV/Å.

* HOMO-LUMO gap (alpha / beta): 7.393 / 6.443 eV
* ΔE to the lowest compared entry with this formula, charge and spin: 152.51 kcal/mol
* LUMO (alpha / beta): -1.487 / -2.340 eV

Entry 3:
# C3H2IN2

A structure of composition C3H2IN2 in a non-equilibrium geometry (ωB97M-V/def2-TZVPD, the Open Molecules 2025 dataset).

The geometry in XYZ format:
```
8
Properties=species:S:1:pos:R:3:forces:R:3
C 0.808680 0.968104 -0.822265 0.43 0.07 -0.10
C -0.127998 0.103828 0.760215 0.90 1.72 4.95
C -0.576939 -0.527044 -0.413312 -0.64 -2.09 -1.25
N 1.372344 1.552243 0.056855 -0.47 -0.54 -0.09
N 0.072705 0.171227 -1.512173 -1.04 0.43 -0.75
I 0.248130 0.026860 2.794315 -0.45 -0.14 -2.30
H -0.088683 -1.520708 -0.539956 -0.23 -0.15 0.28
H -1.708240 -0.774510 -0.323680 1.51 0.70 -0.75
```
Positions in Å, forces in eV/Å.

* charge: +1
* HOMO-LUMO gap (alpha / beta): 8.658 / 6.610 eV
* ΔE to the lowest compared entry with this formula, charge and spin: 93.78 kcal/mol
* LUMO (alpha / beta): -6.980 / -7.903 eV

Entry 4:
# C3H2IO2

A cluster of 2 separate species, C3H2IO2 in total in a non-equilibrium geometry (ωB97M-V/def2-TZVPD, the Open Molecules 2025 dataset).

The geometry in XYZ format:
```
8
Properties=species:S:1:pos:R:3:forces:R:3
C -0.408025 -0.183864 0.950507 -0.58 0.41 -0.75
C -1.290116 -0.592903 0.037325 0.61 -1.19 -0.26
C -1.586418 -3.128317 -0.020854 -0.19 -0.53 -1.79
O -1.606624 -3.337241 1.105263 0.09 0.32 2.90
O -1.629356 -3.387755 -1.152366 0.08 0.41 -1.31
I -3.273556 0.619018 -0.149018 0.45 -0.09 0.40
H -0.644899 0.625487 1.579990 0.00 1.15 0.96
H 0.627999 -0.531930 1.006159 -0.47 -0.48 -0.15
```
Positions in Å, forces in eV/Å.

* charge: -1
* HOMO-LUMO gap: 6.721 eV
* ΔE to the lowest compared entry with this formula, charge and spin: 10.76 kcal/mol
* LUMO: 3.414 eV

Entry 5:
# C3H2IO3

The ion C3H2IO3 with charge +1 in a non-equilibrium geometry (ωB97M-V/def2-TZVPD, the Open Molecules 2025 dataset).

The geometry in XYZ format:
```
9
Properties=species:S:1:pos:R:3:forces:R:3
C 0.621167 -0.479389 0.456492 -1.14 0.01 -1.88
C 0.809241 0.815135 2.298620 -1.22 -0.57 -0.66
C -0.676083 0.340738 0.587975 2.13 -0.10 -1.78
O 1.220923 1.174978 3.311711 -0.68 0.83 -0.02
O -0.519120 1.148032 1.568112 1.43 0.39 2.92
O 1.366051 -0.130065 1.509932 0.53 -0.38 -0.45
I -1.082054 -1.959711 0.966410 0.38 0.22 0.00
H 1.246751 -0.827722 -0.481426 -1.76 0.69 1.95
H -1.385656 0.763389 -0.142536 0.33 -1.09 -0.08
```
Positions in Å, forces in eV/Å.

* charge: +1
* HOMO-LUMO gap: 9.807 eV
* ΔE to the lowest compared entry with this formula, charge and spin: 38.48 kcal/mol
* LUMO: -6.032 eV

Entry 6:
# C3H2InO3

A structure of composition C3H2InO3 in a non-equilibrium geometry (ωB97M-V/def2-TZVPD, the Open Molecules 2025 dataset).

The geometry in XYZ format:
```
9
Properties=species:S:1:pos:R:3:forces:R:3
C 0.626623 -0.157924 -1.964968 -0.81 1.14 -0.59
C -0.294204 0.068439 -1.106533 0.90 -1.18 -0.29
O -1.054766 0.152229 -0.151983 -0.72 0.30 1.37
C -0.532855 0.074982 1.235066 -1.11 0.24 -5.04
O 0.448090 -0.633383 1.432616 0.99 -0.79 0.45
O -1.143246 0.783639 2.024729 -1.31 1.05 0.83
H 0.781158 -1.169988 -2.352810 0.27 -0.10 -0.14
In 0.208187 0.108558 3.354813 1.32 -0.25 3.51
H 0.961011 0.773448 -2.470929 0.47 -0.42 -0.11
```
Positions in Å, forces in eV/Å.

* charge: +3
* HOMO-LUMO gap (alpha / beta): 4.551 / 4.549 eV
* ΔE to the lowest compared entry with this formula, charge and spin: 10.06 kcal/mol
* LUMO (alpha / beta): -20.318 / -20.319 eV

Entry 7:
# C3H2LiMgO3

A structure of composition C3H2LiMgO3 in a non-equilibrium geometry (ωB97M-V/def2-TZVPD, the Open Molecules 2025 dataset).

The geometry in XYZ format:
```
10
Properties=species:S:1:pos:R:3:forces:R:3
C -2.359895 -0.697872 0.093960 1.84 0.22 -1.48
C -1.443485 0.242704 0.261113 -3.60 0.00 1.97
O -1.046972 1.270324 0.711674 1.81 -0.27 -1.05
Li 0.755972 2.046494 0.798474 -0.73 0.16 0.15
H -2.279876 -1.373884 -0.757444 -0.19 0.07 0.34
H -3.221159 -0.724009 0.761999 0.41 0.04 0.12
O 2.290786 -1.251433 -0.834175 -0.25 0.69 -0.06
C 1.524059 -0.330817 -0.551791 1.19 -1.01 0.04
Mg 3.864893 0.041393 -0.402545 -0.82 -0.52 -0.14
O 1.915681 0.777104 -0.081269 0.34 0.61 0.10
```
Positions in Å, forces in eV/Å.

* charge: +2
* HOMO-LUMO gap (alpha / beta): 5.171 / 4.141 eV
* <S²>: 0.7563
* multiplicity: 2
* ΔE to the lowest compared entry with this formula, charge and spin: 0.33 kcal/mol
* LUMO (alpha / beta): -11.030 / -12.006 eV

Entry 8:
# C3H2N

A cluster of 2 separate species, C3H2N in total in a non-equilibrium geometry (ωB97M-V/def2-TZVPD, the Open Molecules 2025 dataset).

The geometry in XYZ format:
```
6
Properties=species:S:1:pos:R:3:forces:R:3
C -2.216918 -0.019303 -0.035647 -1.05 -0.05 0.08
C 2.088180 0.075288 0.091324 -0.14 -0.24 -0.07
C -1.041400 0.067069 -0.125703 6.56 -0.57 0.19
N 0.988457 -0.176774 -0.001541 -5.78 0.81 -0.28
H -3.282242 0.072337 -0.046072 -0.11 -0.07 0.03
H 3.139658 0.223603 0.162348 0.52 0.11 0.06
```
Positions in Å, forces in eV/Å.

* charge: +1
* HOMO-LUMO gap (alpha / beta): 8.428 / 8.429 eV
* ΔE to the lowest compared entry with this formula, charge and spin: 95.73 kcal/mol
* LUMO (alpha / beta): -9.078 / -9.077 eV